# 1
ORCA calculation (ωB97M-V/def2-TZVPD) on C19H54Ca2N2O13S as an isolated structure in a non-equilibrium geometry.

Last column: Löwdin charge in e.
Cartesian coordinates (Å):
1 Ca 0.350 -2.211 2.463  1.6069
2 Ca -0.010 1.646 -1.826  1.5650
3 S 0.070 -0.156 0.415  0.3078
4 O 0.750 -0.054 1.708  -0.4087
5 O -0.893 0.931 0.180  -0.3919
6 O 0.916 -0.121 -0.770  -0.4113
7 O -0.640 -1.439 0.514  -0.4193
8 C 1.304 2.880 3.888  -0.1457
9 O 1.251 2.464 2.528  -0.1554
10 H 1.004 3.920 4.005  0.0869
11 H 0.692 2.296 4.579  0.0796
12 H 2.329 2.823 4.263  0.0763
13 H 1.131 1.503 2.451  0.0157
14 C 2.577 -2.499 -2.845  -0.0962
15 O 2.679 -1.951 -1.525  -0.1772
16 H 3.553 -2.512 -3.325  0.0880
17 H 2.165 -3.506 -2.768  0.0794
18 H 1.883 -1.893 -3.430  0.0762
19 H 2.049 -1.220 -1.383  0.0112
20 C -4.071 -1.278 0.042  -0.1034
21 O -2.925 -1.496 -0.775  -0.1703
22 H -4.143 -2.134 0.714  0.0778
23 H -3.961 -0.355 0.621  0.0801
24 H -4.982 -1.093 -0.525  0.0889
25 H -2.138 -1.687 -0.238  0.0160
26 C -2.013 2.375 3.064  -0.1324
27 O -2.535 2.399 1.739  -0.1478
28 H -2.876 2.431 3.730  0.0889
29 H -1.395 1.486 3.187  0.0679
30 H -1.469 3.301 3.267  0.0746
31 H -1.919 1.907 1.170  0.0031
32 C 3.368 1.333 -1.699  -0.0734
33 O 2.256 2.181 -1.480  -0.3392
34 C 2.515 3.191 -0.490  -0.1780
35 C 1.438 4.212 -0.585  -0.1715
36 N 0.152 3.575 -0.283  -0.1325
37 C -0.986 4.514 -0.444  -0.1624
38 C -1.620 4.390 -1.809  -0.1656
39 O -2.012 3.016 -2.041  -0.3057
40 C -3.317 2.702 -1.561  -0.0760
41 H 2.996 0.733 -2.532  0.0955
42 H 3.684 0.743 -0.839  0.0994
43 H 4.253 1.842 -2.089  0.1088
44 H 3.504 3.609 -0.683  0.1425
45 H 2.493 2.698 0.486  0.1218
46 H 1.371 4.476 -1.644  0.1359
47 H 1.607 5.039 0.107  0.1444
48 H 0.157 3.253 0.682  0.0916
49 H -0.710 5.548 -0.219  0.1356
50 H -1.758 4.310 0.300  0.1153
51 H -1.051 4.741 -2.669  0.1321
52 H -2.558 4.949 -1.778  0.1354
53 H -4.138 2.987 -2.219  0.1045
54 H -3.539 3.159 -0.593  0.0924
55 H -3.391 1.640 -1.329  0.0837
56 C -1.939 -4.691 1.687  -0.0443
57 O -0.606 -4.165 1.648  -0.3596
58 C 0.095 -4.651 0.487  -0.1820
59 C 1.570 -4.507 0.782  -0.1838
60 N 2.038 -3.124 0.975  -0.1304
61 C 3.289 -3.138 1.788  -0.1455
62 C 3.500 -1.719 2.352  -0.1642
63 O 2.383 -1.516 3.241  -0.3918
64 C 2.706 -0.634 4.326  -0.0341
65 H -2.485 -4.399 0.788  0.1014
66 H -2.454 -4.238 2.534  0.0992
67 H -1.879 -5.772 1.803  0.1082
68 H -0.254 -4.014 -0.330  0.1325
69 H -0.063 -5.697 0.221  0.1442
70 H 2.086 -4.900 -0.100  0.1403
71 H 1.852 -5.152 1.615  0.1341
72 H 2.271 -2.809 0.032  0.0756
73 H 4.114 -3.446 1.144  0.1411
74 H 3.230 -3.770 2.673  0.1299
75 H 3.458 -0.948 1.579  0.1270
76 H 4.483 -1.643 2.818  0.1387
77 H 2.966 0.358 3.953  0.0956
78 H 3.557 -1.032 4.878  0.1089
79 H 1.770 -0.614 4.883  0.1022
80 C -1.827 -1.851 -4.136  -0.0320
81 C -2.014 -0.364 -3.875  -0.4397
82 C -3.504 -0.001 -3.840  -0.0359
83 O -1.384 -0.040 -2.634  -0.1993
84 H -2.359 -2.203 -5.019  0.0944
85 H -2.118 -2.445 -3.268  0.0837
86 H -0.775 -2.075 -4.330  0.0750
87 H -1.625 0.233 -4.703  0.1442
88 H -3.795 1.046 -3.891  0.0751
89 H -3.997 -0.541 -3.030  0.0791
90 H -3.970 -0.433 -4.731  0.0905
91 H -1.765 -0.703 -2.028  0.0561

Forces on the atoms, in the same order (eV/Å):
Ca -0.13 0.10 -0.33
Ca -0.78 0.64 -0.40
S -2.03 0.43 -0.15
O 0.84 0.42 0.32
O 0.00 -0.01 0.49
O 1.45 -0.54 -0.05
O -0.15 -1.32 0.13
C 0.58 -0.02 0.41
O -0.24 0.26 0.13
H -0.14 -0.01 -0.38
H -0.24 -0.17 -0.28
H 0.09 -0.02 -0.03
H 0.02 0.32 0.11
C -0.46 0.29 0.40
O 0.30 -0.10 0.09
H -0.01 -0.05 0.04
H 0.13 -0.07 -0.22
H 0.07 -0.07 -0.20
H 0.17 -0.38 -0.18
C 0.63 0.49 0.64
O -0.17 -0.14 -0.96
H -0.61 0.09 0.07
H 0.21 -0.09 0.25
H 0.18 -0.62 -0.42
H -0.43 0.22 0.20
C -0.75 0.74 -0.48
O 0.12 -0.02 -0.20
H 0.13 -0.54 0.18
H 0.03 0.05 0.47
H 0.46 -0.22 -0.02
H -0.28 0.13 0.22
C -0.09 -0.40 -1.26
O 0.39 0.80 0.23
C 0.49 -0.55 0.30
C -0.66 -0.33 -0.13
N -0.57 0.40 0.10
C 0.17 -0.03 0.25
C -1.31 -0.07 0.23
O 0.45 -0.01 -0.22
C -0.66 -0.30 1.07
H 0.52 -0.63 0.28
H -0.43 -0.06 0.10
H -0.17 0.47 0.16
H -0.03 0.13 0.08
H 0.19 0.15 0.10
H 0.24 0.82 0.16
H 0.28 0.28 -0.40
H 0.14 -0.06 0.08
H 0.24 0.08 -0.30
H 0.10 -0.46 0.01
H 0.26 -0.15 0.10
H 0.19 0.39 -0.24
H 0.37 0.07 -0.46
H 0.38 0.32 -0.01
H 0.28 -0.11 -0.46
C -0.18 0.34 0.23
O -0.23 -0.85 0.09
C 0.64 0.96 0.09
C 0.30 -0.39 -1.26
N -0.18 -1.00 1.47
C 0.15 1.58 -0.59
C -0.30 -0.78 -0.93
O 1.41 -0.15 0.40
C -0.47 -0.12 -0.37
H 0.07 -0.19 -0.12
H 0.06 -0.16 0.09
H -0.24 0.01 -0.04
H 0.28 -0.14 -0.28
H -0.56 -0.05 0.47
H 0.07 -0.33 0.09
H -0.13 0.11 0.14
H 0.05 0.65 0.01
H 0.25 -0.05 0.28
H -0.23 -0.39 -0.27
H -0.06 -0.04 -0.13
H -0.24 -0.01 0.54
H -0.14 0.03 -0.03
H -0.23 -0.04 0.28
H 0.40 0.35 0.55
C 0.64 -0.08 -0.29
C -1.57 0.04 -0.84
C -0.47 -1.03 -0.47
O 0.38 0.03 -0.30
H -0.21 0.13 0.11
H -0.27 0.06 -0.01
H 0.07 0.08 0.09
H 0.74 0.00 0.31
H 0.47 0.12 0.44
H 0.01 0.35 0.28
H 0.15 0.00 -0.12
H -0.20 0.37 0.46

## Properties
HOMO = -14.28 eV
F_max = 2.1 eV/Å
charge = +2
HOMO-LUMO gap = 8.8 eV

---

# 2
ORCA calculation (ωB97M-V/def2-TZVPD) on a 10-piece molecular cluster, C19H54Cl4O9S9 overall in a non-equilibrium geometry.

Last column: Löwdin charge in e.
Cartesian coordinates (Å):
1 C 3.197 -2.604 -2.381  -0.2666
2 S 3.557 -0.837 -2.587  0.7899
3 O 4.763 -0.536 -1.714  -0.5668
4 C 4.234 -0.912 -4.279  -0.2438
5 H 3.992 -3.284 -2.666  0.0604
6 H 2.293 -2.770 -2.982  0.0526
7 H 2.823 -2.743 -1.371  0.0007
8 H 3.355 -1.020 -4.911  0.0497
9 H 4.920 -1.756 -4.322  0.0525
10 H 4.822 -0.009 -4.415  0.0553
11 C -2.882 -1.104 -3.343  -0.2847
12 S -2.464 -2.741 -3.982  0.8113
13 O -3.058 -3.752 -3.047  -0.5642
14 C -3.663 -2.707 -5.351  -0.2651
15 H -3.921 -0.998 -3.033  0.0582
16 H -2.683 -0.345 -4.107  0.0546
17 H -2.212 -0.832 -2.528  -0.0050
18 H -3.454 -1.966 -6.127  0.0531
19 H -4.649 -2.497 -4.937  0.0551
20 H -3.678 -3.672 -5.854  0.0468
21 C 2.206 2.260 -3.944  -0.2712
22 S 0.488 2.790 -3.790  0.8181
23 O -0.053 2.842 -5.202  -0.5552
24 C -0.109 1.304 -2.960  -0.2890
25 H 2.743 2.891 -4.650  0.0578
26 H 2.252 1.264 -4.399  0.0266
27 H 2.777 2.143 -3.023  0.0442
28 H 0.300 0.391 -3.403  0.0535
29 H -1.194 1.299 -2.979  0.0195
30 H 0.283 1.260 -1.942  0.0145
31 C -7.025 -0.359 1.423  -0.2624
32 S -5.362 -1.001 1.104  0.8181
33 O -4.985 -0.689 -0.313  -0.5616
34 C -4.486 0.147 2.183  -0.2855
35 H -7.351 -0.533 2.448  0.0551
36 H -7.683 -0.981 0.812  0.0483
37 H -7.125 0.673 1.091  0.0577
38 H -4.733 1.187 1.947  0.0544
39 H -3.410 0.021 2.118  -0.0252
40 H -4.791 0.044 3.227  0.0585
41 C 4.821 2.876 3.339  -0.2493
42 S 5.082 3.475 1.633  0.8094
43 O 6.512 3.280 1.267  -0.5549
44 C 4.042 2.225 0.812  -0.2647
45 H 5.267 1.891 3.462  0.0549
46 H 3.739 2.806 3.473  0.0393
47 H 5.194 3.635 4.018  0.0450
48 H 3.904 2.426 -0.245  0.0445
49 H 3.070 2.241 1.315  0.0062
50 H 4.410 1.210 0.975  0.0447
51 C -0.862 3.034 2.497  -0.2720
52 S 0.059 3.946 1.233  0.8042
53 O 0.072 3.165 -0.043  -0.5855
54 C -1.045 5.368 1.080  -0.2525
55 H -0.318 2.169 2.873  0.0124
56 H -1.828 2.657 2.144  0.0485
57 H -1.085 3.647 3.374  0.0598
58 H -2.064 4.965 1.128  0.0419
59 H -0.891 5.810 0.100  0.0508
60 H -1.004 6.074 1.905  0.0593
61 C 0.407 -4.912 2.431  -0.2827
62 S 0.523 -4.963 4.228  0.7967
63 O 0.396 -3.541 4.665  -0.5734
64 C -1.041 -5.812 4.561  -0.2589
65 H 1.321 -4.452 2.062  0.0270
66 H -0.449 -4.312 2.129  0.0119
67 H 0.339 -5.926 2.035  0.0592
68 H -0.952 -6.810 4.126  0.0519
69 H -1.888 -5.310 4.092  0.0581
70 H -1.195 -5.906 5.632  0.0510
71 C 4.784 -1.743 2.598  -0.2774
72 S 5.304 -2.802 3.982  0.8307
73 O 5.682 -1.914 5.135  -0.5655
74 C 3.613 -3.428 4.299  -0.2769
75 H 3.964 -1.068 2.862  0.0333
76 H 4.343 -2.356 1.811  0.0464
77 H 5.599 -1.146 2.195  0.0517
78 H 2.873 -2.648 4.144  0.0383
79 H 3.586 -3.739 5.341  0.0569
80 H 3.492 -4.260 3.606  0.0350
81 C -2.545 4.496 -2.258  -0.2621
82 S -4.110 4.142 -1.413  0.8083
83 O -5.209 4.471 -2.382  -0.5635
84 C -4.000 2.303 -1.472  -0.2432
85 H -2.484 5.574 -2.370  0.0540
86 H -2.467 3.948 -3.194  0.0534
87 H -1.789 4.119 -1.560  0.0106
88 H -4.217 2.066 -2.515  0.0582
89 H -4.808 1.934 -0.850  0.0237
90 H -3.009 1.924 -1.237  0.0075
91 C -0.239 -0.981 1.044  -1.9869
92 Cl -1.109 -1.543 2.437  0.6216
93 Cl 0.413 -2.262 0.051  0.6001
94 Cl -1.320 0.044 0.030  0.5754
95 Cl 1.083 0.044 1.601  0.5676

Forces on the atoms, in the same order (eV/Å):
C -1.21 0.46 -0.44
S 1.96 -0.18 0.85
O -1.25 -0.14 -0.57
C -0.37 -0.40 0.91
H 0.20 0.15 0.11
H 0.25 -0.17 -0.28
H 0.52 0.04 0.27
H 0.34 0.09 -0.48
H -0.13 -0.12 -0.14
H -0.35 0.22 -0.16
C 0.29 0.77 -0.27
S -1.17 -0.24 0.11
O 0.57 0.39 -0.21
C -0.03 0.27 -0.41
H -0.02 -0.41 0.12
H -0.02 -0.26 -0.25
H -0.10 -0.44 0.21
H 0.28 0.14 0.27
H 0.04 -0.11 0.16
H 0.13 -0.16 0.32
C 0.62 -1.00 -0.48
S -0.04 0.34 -0.79
O 0.35 -0.41 1.21
C 0.69 -0.59 0.01
H -0.24 0.45 0.22
H -0.45 0.06 -0.09
H -0.35 0.50 0.27
H -0.28 0.14 -0.51
H -0.03 0.11 0.06
H -0.24 0.59 0.12
C -0.23 -0.44 -0.59
S 0.27 -0.14 -0.05
O -0.32 0.22 0.70
C -0.18 0.89 0.38
H 0.36 0.23 0.15
H 0.08 0.08 -0.14
H 0.11 0.08 0.18
H 0.01 -0.10 -0.41
H -0.04 -0.25 -0.20
H -0.06 -0.49 -0.07
C -0.46 -0.05 -0.69
S -0.07 0.16 -0.08
O -0.42 -0.23 0.14
C -0.19 -0.48 0.81
H 0.20 0.11 0.13
H 0.03 0.00 0.05
H 0.30 -0.14 0.03
H 0.23 0.14 -0.03
H -0.05 0.37 -0.18
H 0.41 0.10 -0.23
C -0.81 -0.25 0.32
S 1.15 0.00 0.65
O -0.69 0.25 0.25
C -1.34 -0.91 -0.03
H 0.38 0.11 -0.35
H 0.11 0.17 -0.39
H 0.25 0.36 -0.22
H -0.01 0.10 -0.35
H 0.23 0.17 0.09
H 0.66 0.01 -0.03
C -0.08 -0.34 0.04
S -0.09 0.31 0.11
O -0.12 -0.26 0.03
C 0.01 -0.18 -0.49
H 0.03 0.06 0.09
H -0.05 -0.05 0.07
H -0.04 0.02 0.01
H 0.02 -0.01 0.07
H 0.09 0.20 0.05
H 0.15 0.15 0.05
C -0.52 0.21 -0.27
S -0.36 0.87 0.52
O -0.30 -0.46 -0.78
C 0.70 0.29 -0.12
H 0.20 0.01 0.55
H 0.36 -0.29 -0.09
H 0.21 -0.25 0.10
H -0.05 0.00 -0.03
H 0.03 -0.22 -0.07
H -0.25 -0.09 0.14
C -0.15 -0.63 0.84
S -0.20 -0.45 -1.03
O 0.35 -0.04 0.63
C -0.13 0.90 -0.58
H 0.07 0.00 -0.17
H -0.18 0.19 -0.16
H 0.23 0.21 -0.17
H -0.08 0.00 0.01
H 0.21 -0.29 0.12
H -0.02 0.04 0.45
C -0.20 1.13 -0.44
Cl -0.20 -0.46 0.21
Cl -0.09 -0.37 -0.08
Cl 0.11 -0.43 0.34
Cl 0.42 0.07 0.02

## Properties
HOMO = -8.65 eV
F_max = 2.1 eV/Å
HOMO-LUMO gap = 8.5 eV